1.
The following is a DFT calculation (ωB97M-V/def2-TZVPD) of a structure of composition C42H60CsN11O7P2S3Si in a non-equilibrium geometry.

Calculated values
Charge: -2
HOMO-LUMO gap (spin up / spin down): 0.158 / 0.143 Eh

Positions of all 127 atoms, in Å:
Cs 9.50358 5.88033 21.34764
C 7.07690 6.78426 18.43242
C 6.40808 7.04619 19.79231
N 6.77950 8.11815 20.41150
N 6.08437 8.49309 21.56196
C 6.82443 8.85192 22.56821
S 8.53545 8.69009 22.91989
S 5.96237 9.55342 24.01370
C 4.27907 9.87447 23.41494
C 3.93494 11.25840 22.91757
C 4.06050 11.48650 21.53033
C 3.48433 12.61153 20.93631
C 2.87924 13.59942 21.73614
C 2.89154 13.42159 23.11651
C 3.38381 12.29194 23.72275
C 5.37668 6.09484 20.30747
C 4.10291 6.59028 20.59457
C 3.05464 5.72949 20.98023
C 3.30642 4.38575 21.04785
C 4.57427 3.84678 20.81688
C 5.63690 4.73035 20.50274
O 6.89369 4.32620 20.35004
H 7.79394 7.60015 18.20218
H 6.29019 6.75558 17.70792
H 7.59276 5.84046 18.47799
H 3.63264 9.59515 24.25229
H 4.00679 9.12412 22.67415
H 4.52948 10.74672 20.91170
H 3.57160 12.70758 19.88145
H 2.28753 14.40599 21.29623
H 2.47801 14.19637 23.71072
H 3.39189 12.14659 24.79544
H 3.97313 7.66119 20.59684
H 2.10323 6.12677 21.24748
H 2.53487 3.70176 21.28331
H 4.79108 2.80743 20.90592
S 18.02394 6.35826 23.05774
N 16.73237 7.15582 23.70688
C 15.61525 6.65351 23.20590
C 14.27110 7.05442 23.60668
C 13.99999 8.12548 24.47347
C 12.69703 8.38536 24.78555
C 11.69655 7.62042 24.20477
N 11.89997 6.61080 23.36117
C 13.17723 6.33664 23.05041
C 13.43041 5.24606 22.11450
N 12.34171 4.57758 21.67430
C 12.49444 3.65701 20.74988
C 13.77368 3.27838 20.26243
C 14.88814 3.86515 20.75607
C 14.72161 4.89140 21.75668
C 15.83302 5.56167 22.35182
N 17.12514 5.23877 22.14968
H 14.86579 8.66040 24.88920
H 12.35697 9.13254 25.50383
H 10.67467 7.86595 24.46392
H 11.62827 3.12344 20.35081
H 13.78190 2.48958 19.49032
H 15.87324 3.55846 20.47150
C 10.77151 9.25781 14.61768
N 10.67656 10.23875 15.72433
C 11.27757 11.54002 15.53565
P 10.74443 9.52683 17.17539
O 9.68240 8.49671 17.24996
O 12.32653 9.04553 17.07905
P 13.02313 8.05964 18.14869
O 12.24957 8.05638 19.39058
N 13.26867 6.58411 17.41294
C 14.00310 6.60779 16.15135
C 12.29662 5.45983 17.57123
N 14.56249 8.70651 18.24398
C 15.48386 7.77559 18.94380
C 15.19345 9.55376 17.28519
N 10.80273 10.61147 18.40807
C 11.97383 11.40147 18.83243
C 9.63148 10.82751 19.28489
H 11.72221 8.75530 14.65327
H 10.58430 9.77112 13.64883
H 10.03534 8.48184 14.77095
H 10.71870 12.07251 14.74748
H 12.31404 11.57319 15.19639
H 11.27122 12.07546 16.49645
H 14.56987 7.50542 15.96908
H 13.36188 6.49231 15.26236
H 14.75895 5.82492 16.09762
H 12.00880 5.40397 18.62744
H 12.79596 4.56932 17.34012
H 11.37174 5.57662 17.00286
H 14.95755 7.13565 19.65795
H 16.17472 8.39601 19.50754
H 15.97813 7.18278 18.19164
H 14.45623 10.13338 16.71278
H 15.86342 9.00047 16.65155
H 15.76356 10.35227 17.77468
H 12.87981 11.15271 18.26528
H 12.12096 11.24875 19.90701
H 11.76924 12.47660 18.66677
H 9.03840 9.92820 19.37138
H 9.05832 11.65543 18.88763
H 10.01760 11.02738 20.28111
O 9.63184 3.35613 17.81543
H 8.67507 3.10541 17.83556
H 10.01619 2.65399 18.35326
N 6.91787 2.90379 18.35574
C 7.22081 3.10492 19.64617
H 6.43249 3.76080 18.05227
O 10.34010 4.65158 24.65379
H 10.58593 3.76484 24.80565
H 10.97035 5.01521 24.00782
O 11.60064 9.93587 21.68516
H 11.72506 9.11166 21.14248
H 10.79794 9.78962 22.21020
C 8.53354 -0.89630 22.87141
Si 9.68306 0.32193 22.01960
C 10.80833 -0.66330 20.86537
C 10.74603 1.23000 23.28728
C 8.76959 1.53044 21.03218
C 7.90012 2.20984 20.43937
H 9.06901 -1.54336 23.57437
H 7.99349 -1.52867 22.18410
H 7.81876 -0.25920 23.45577
H 11.37056 -1.35651 21.51225
H 11.46036 -0.02012 20.28811
H 10.17221 -1.26334 20.17463
H 11.25299 0.58978 24.00915
H 10.04549 1.87881 23.90905
H 11.47703 1.86070 22.87448

Forces on atoms 1 to 3 (eV/Å):
-0.048 -0.173 -0.216
0.162 1.014 1.569
0.928 0.735 0.281

=====

2.
The following is a DFT calculation (ωB97M-V/def2-TZVPD) of a cluster of 6 separate species, C42H62B2I2N2O12 in total in a non-equilibrium geometry.

Calculated values
HOMO-LUMO gap: 0.308 Eh

Positions of all 122 atoms, in Å:
C 1.22896 -3.19498 4.91841
C 1.68899 -2.11687 3.85751
B 1.01273 -2.58364 2.49173
O 1.66682 -3.56090 1.74397
C -0.38893 -1.96259 2.06793
C -1.47688 -2.10366 2.94500
C -2.72685 -1.56916 2.68240
C -2.93588 -0.86726 1.50046
N -4.20140 -0.25387 1.16820
C -1.85311 -0.72577 0.62358
C -0.57824 -1.25323 0.87838
C 0.53080 -0.98748 -0.14009
O 1.33910 -1.82518 -0.45748
C 0.49928 0.42141 -0.72085
C 1.65123 1.14917 -0.95106
O 2.87513 0.59499 -0.68948
C 3.55009 0.30280 -1.94469
C 4.24699 -1.08962 -1.95348
C 3.36152 -2.00620 -2.85661
C 5.59629 -0.87772 -2.73566
C 6.09715 -2.13374 -3.47939
C 6.66247 -0.25485 -1.81200
C 1.49284 2.47398 -1.44498
C 2.63714 3.45495 -1.70503
I 3.38099 3.36626 -3.74925
C 3.75962 3.42899 -0.65096
C 4.75479 4.61090 -0.80204
I 2.93952 3.56341 1.36705
C 0.21624 2.95390 -1.71754
N -0.00168 4.29228 -2.23800
C 0.03638 4.34549 -3.47108
O -0.00999 4.43112 -4.64549
C -0.95209 2.20446 -1.50197
B -2.38044 2.87527 -1.80929
O -3.04853 2.38231 -2.92231
O -2.92490 3.85991 -1.01747
C -2.72308 3.48756 0.37664
C -0.77584 0.92858 -0.99812
C -1.97617 0.04179 -0.68610
O -2.93531 -0.08348 -1.41424
H 0.87880 -4.08526 4.36474
H 2.04481 -3.54662 5.56421
H 0.42331 -2.80943 5.54405
H 2.78223 -2.02505 3.77791
H 1.26101 -1.15119 4.18019
H 2.42254 -3.11443 1.33382
H -1.30625 -2.63393 3.88488
H -3.57378 -1.64982 3.36698
H -4.53895 -0.66815 0.30343
H -3.99589 0.71112 0.91834
H 4.34053 1.05662 -2.08361
H 2.86225 0.35637 -2.79931
H 4.42226 -1.50581 -0.95255
H 3.43431 -1.59152 -3.87705
H 3.65970 -3.06128 -2.82665
H 2.29765 -1.95170 -2.58453
H 5.39016 -0.11750 -3.51824
H 6.16031 -3.02594 -2.83861
H 5.53618 -2.35375 -4.39700
H 7.12838 -1.91196 -3.81504
H 6.93485 -0.95815 -1.00465
H 6.28893 0.65857 -1.31434
H 7.56294 0.06150 -2.35699
H 2.18057 4.45295 -1.62607
H 4.36109 2.51612 -0.65455
H 5.48711 4.56668 0.01528
H 4.23365 5.57562 -0.83113
H 5.31212 4.41542 -1.73500
H -3.76323 1.79753 -2.63776
H -1.69473 3.73326 0.68729
H -2.86574 2.40342 0.53722
H -3.45436 4.04771 0.96883
C -1.39531 -3.21329 -2.59518
C -1.79815 -4.15594 -3.70113
O -1.01171 -4.51148 -4.54704
C -3.22928 -4.63726 -3.70596
H -0.34527 -2.94824 -2.71304
H -1.99353 -2.30085 -2.64528
H -1.52826 -3.69599 -1.62454
H -3.90771 -3.78764 -3.80222
H -3.44275 -5.18128 -2.78401
H -3.38206 -5.30593 -4.55131
C -1.80912 -2.70491 8.20879
C -2.19065 -3.65546 7.10085
O -1.38680 -4.00496 6.26597
C -3.61468 -4.15140 7.07733
H -0.76067 -2.43019 8.10439
H -2.41714 -1.80062 8.14973
H -1.95139 -3.18568 9.17786
H -4.30127 -3.30997 6.96931
H -3.83535 -4.69502 7.99739
H -3.74893 -4.82381 6.23194
C 6.70271 3.83683 -5.65199
C 7.61911 2.76255 -5.12550
O 7.49326 2.32278 -4.00608
C 8.69843 2.25987 -6.05177
H 5.97876 4.09925 -4.88113
H 7.28128 4.72525 -5.91083
H 6.16616 3.47243 -6.53022
H 9.36324 3.07952 -6.32914
H 8.24946 1.82634 -6.94697
H 9.28063 1.49244 -5.54455
C -5.55156 6.33895 3.89388
C -5.89541 5.30549 2.85099
O -5.06920 4.90731 2.06177
C -7.31182 4.78890 2.83249
H -4.50490 6.61996 3.79215
H -6.16926 7.22769 3.75551
H -5.71001 5.92791 4.89220
H -8.00574 5.61053 2.64811
H -7.54660 4.31064 3.78478
H -7.41779 4.05487 2.03575
C -7.71627 -2.61771 1.11375
C -6.74906 -3.67597 1.58350
O -6.81383 -4.13942 2.69817
C -5.69634 -4.13117 0.60235
H -8.41454 -2.38597 1.91590
H -7.17309 -1.70919 0.84708
H -8.27858 -2.98211 0.25216
H -5.06639 -3.28679 0.31479
H -6.16996 -4.56208 -0.28158
H -5.07122 -4.88995 1.06988

Forces on atoms 1 to 3 (eV/Å):
0.460 -0.074 -0.786
-0.761 0.287 0.190
0.745 0.011 0.425

=====

Q: Number 1 is which compound?
A: C42H60CsN11O7P2S3Si

=====

Q: What is the formula in the second record?
A: C42H62B2I2N2O12